1.
{"formula": "C2H3NS2", "method": "wB97M-V/def2-TZVPD", "symbols": ["C", "C", "N", "S", "S", "H", "H", "H"], "xyz": [[-1.263, -0.603, 0.140], [0.310, 0.941, -0.763], [-0.775, 0.598, -0.214], [1.067, -3.009, 1.806], [0.448, -1.354, 0.833], [0.905, 0.242, -1.260], [0.714, 1.956, -0.642], [-1.405, 1.230, 0.100]], "atomic_forces_ev_per_a": [[0.8, -3.1, 1.2], [3.3, 2.7, -0.9], [-0.4, -2.9, 0.4], [-1.4, 1.2, -1.3], [-0.1, 0.4, 0.4], [0.6, -1.1, -0.6], [-0.6, -0.4, -0.3], [-2.2, 3.1, 1.1]], "mulliken_charge": [-0.231, -0.394, 0.050, -0.217, -0.011, 0.365, 0.241, 0.197], "fmax_ev_per_a": 4.32, "e_tot_ev": -25277.559, "lumo_ev": [-1.0984, -1.6573], "homo_energy_ev": [-8.25, -8.06], "e_above_lowest_kcal_mol": 115.6}

***

2.
{"formula": "C4H6OYb", "method": "wB97M-V/def2-TZVPD", "symbols": ["O", "C", "C", "H", "H", "H", "Yb", "C", "C", "H", "H", "H"], "xyz": [[-1.102, -0.421, -0.901], [-0.990, -0.853, 1.080], [0.412, -0.487, 1.205], [-1.603, -0.243, 1.770], [1.123, -1.326, 1.179], [0.620, 0.390, 1.836], [-2.066, -2.318, -0.467], [0.633, 0.220, -0.751], [0.720, 1.535, -1.020], [1.230, -0.516, -1.302], [-0.109, 2.154, -0.654], [1.132, 1.867, -1.975]], "atomic_forces_ev_per_a": [[0.0, -1.2, 1.6], [0.5, -0.5, -0.1], [-0.7, 0.5, -1.9], [-0.1, 0.4, -1.0], [0.0, 0.7, 0.1], [0.3, -0.6, -0.2], [1.0, 1.7, -0.1], [-0.6, -0.9, 0.7], [-1.3, -0.2, -0.3], [-0.3, 0.3, 0.5], [0.6, 0.0, 0.2], [0.5, -0.1, 0.4]], "mulliken_charge": [-0.582, -0.185, -0.792, 0.155, 0.226, 0.309, 0.876, 0.011, -0.735, 0.232, 0.235, 0.250], "fmax_ev_per_a": 2.06, "e_tot_ev": -37813.503, "lumo_ev": -1.2269, "homo_energy_ev": -6.09, "e_above_lowest_kcal_mol": 14.0}

***

3.
{"formula": "C3H7NO3", "method": "wB97M-V/def2-TZVPD", "symbols": ["C", "N", "C", "C", "O", "O", "H", "H", "H", "H", "H", "H", "H", "O"], "xyz": [[-0.504, -0.612, 1.608], [0.175, -0.234, 0.476], [-0.481, -0.350, -0.798], [-0.939, -1.752, -1.116], [-0.574, -2.713, -0.492], [-1.624, -1.063, 1.625], [0.075, -0.458, 2.533], [0.758, 0.580, 0.668], [-1.313, 0.361, -0.900], [0.252, -0.110, -1.572], [-1.586, -1.908, -1.998], [2.707, 2.862, -0.009], [1.201, 2.872, -0.323], [1.851, 2.524, 0.298]], "atomic_forces_ev_per_a": [[-0.3, 0.0, -0.1], [0.0, 0.2, 0.9], [-0.1, 0.6, -0.2], [0.3, -0.8, 0.5], [0.0, 0.2, -0.2], [0.0, -0.1, 0.0], [0.1, 0.1, -0.1], [0.3, -0.4, -0.6], [-0.1, -0.2, -0.1], [0.0, 0.1, -0.1], [-0.1, 0.4, -0.1], [-0.4, -0.2, 0.1], [0.1, 0.1, 0.0], [0.1, 0.0, -0.2]], "mulliken_charge": [-0.025, -0.158, -0.449, 0.009, -0.454, -0.521, 0.382, 0.243, 0.304, 0.329, 0.354, 0.320, 0.325, -0.658], "fmax_ev_per_a": 1.04, "e_tot_ev": -10856.629, "smiles": "O=CCNC=O.O", "lumo_ev": 0.2692, "homo_energy_ev": -9.81, "e_above_lowest_kcal_mol": 40.1}

***

4.
{"formula": "C2H2ClNO2", "method": "wB97M-V/def2-TZVPD", "symbols": ["C", "C", "N", "O", "O", "Cl", "H", "H"], "xyz": [[-1.228, -0.048, -0.081], [-0.047, 0.473, 0.257], [1.001, -0.405, -0.165], [0.799, -1.441, -0.762], [2.229, 0.057, 0.089], [0.435, 1.783, 1.134], [-2.191, 0.393, 0.312], [-0.997, -0.812, -0.784]], "atomic_forces_ev_per_a": [[-0.6, 2.5, 1.4], [-1.8, -1.5, -0.2], [7.2, 1.3, -0.2], [0.2, 0.6, 0.5], [-4.7, -2.2, -1.0], [-0.1, 1.1, 0.8], [1.2, -0.8, -1.0], [-1.4, -1.0, -0.3]], "mulliken_charge": [-0.551, 0.276, 0.855, -0.571, -0.535, -0.095, 0.255, 0.365], "fmax_ev_per_a": 7.32, "e_tot_ev": -20209.196, "smiles": "C=C(Cl)[N+](=O)[O-]", "lumo_ev": -1.2807, "homo_energy_ev": -10.66, "e_above_lowest_kcal_mol": 101.8}